No. 1
C22H26N4O3 | ωB97M-V/def2-TZVPD

```
55
Properties=species:S:1:pos:R:3:nbo_charge:R:1
C -2.0539 -1.3023 -4.2070 -0.59
H -1.3734 -2.1488 -4.2594 0.21
H -2.9433 -1.6079 -3.6606 0.20
H -2.3446 -1.0273 -5.2179 0.21
C -1.3686 -0.1222 -3.5161 -0.44
C -0.9378 -0.4918 -2.1284 0.32
N 0.3356 -0.8116 -1.9968 -0.50
C 0.8645 -1.1547 -0.8228 0.47
N 2.1620 -1.5644 -0.8849 -0.40
C 3.0005 -1.0828 -1.9646 -0.24
H 2.3530 -0.5758 -2.6781 0.26
C 4.0558 -0.1103 -1.3794 -0.24
N 3.6279 0.3232 -0.0633 -0.42
C 2.7915 1.4012 -0.0177 0.64
O 2.5568 2.0630 -1.0172 -0.62
C 2.1981 1.8092 1.2649 0.14
C 1.1553 2.6909 1.4148 -0.23
C 0.9279 2.8065 2.8010 -0.32
C 1.8512 2.0010 3.3970 0.13
O 2.6214 1.3992 2.4842 -0.39
H 2.0516 1.7774 4.4262 0.21
H 0.1855 3.4067 3.2848 0.23
H 0.6367 3.1831 0.6183 0.25
C 3.6564 -0.7647 0.8866 -0.25
H 4.7000 -1.0074 1.1131 0.20
H 3.1622 -0.4821 1.8113 0.25
C 2.9461 -1.9878 0.2455 -0.24
H 2.3240 -2.5047 0.9743 0.23
H 3.6867 -2.6999 -0.1336 0.20
H 5.0288 -0.5957 -1.2719 0.19
H 4.1549 0.7705 -2.0133 0.25
H 3.4869 -1.9324 -2.4537 0.19
C 0.0710 -1.1351 0.3551 -0.35
C 0.5614 -1.2696 1.6619 0.29
N 0.9075 -1.3069 2.7595 -0.36
C -1.2965 -0.8639 0.2038 0.23
C -1.8168 -0.5534 -1.0457 -0.19
C -3.2863 -0.2542 -1.0637 -0.08
O -3.6592 0.6460 -0.0424 -0.54
C -3.1501 0.4029 1.2712 0.29
C -2.3081 1.6197 1.6721 -0.64
H -1.9598 1.5224 2.6969 0.21
H -2.9075 2.5212 1.5796 0.22
H -1.4461 1.7093 1.0151 0.22
C -4.3464 0.2516 2.2168 -0.62
H -4.9669 -0.5867 1.9081 0.21
H -4.0060 0.0855 3.2352 0.21
H -4.9503 1.1540 2.1841 0.22
C -2.2734 -0.8639 1.3327 -0.51
H -2.9181 -1.7441 1.2344 0.23
H -1.7745 -0.9144 2.3002 0.25
H -3.5982 0.2301 -1.9900 0.20
H -3.8501 -1.1994 -0.9605 0.17
H -2.0464 0.7321 -3.4806 0.21
H -0.4789 0.1598 -4.0793 0.23
```

Energy above the lowest of the compared OMol25 structures with the same formula, charge and spin: 3.020 eV
Molar mass: 394.47 Da
LUMO level: 0.5 eV
Orbital gap: 8.6535 eV
Total energy: -1298.67622 Ha
E_HOMO: -8.1 eV
SMILES: CCc1nc(N2CCN(C(=O)c3ccco3)CC2)c(C#N)c2c1COC(C)(C)C2

=====

No. 2
H20O10 | ωB97M-V/def2-TZVPD

```
30
Properties=species:S:1:pos:R:3:nbo_charge:R:1
O -0.3630 2.1897 1.7325 -0.93
H -1.3400 1.8092 1.6948 0.48
H 0.0591 1.4039 1.3900 0.47
O 0.8932 -3.7475 0.3148 -0.97
H 0.8824 -3.3255 -0.5693 0.49
H 1.8032 -3.4979 0.5458 0.47
O -1.1707 -0.1576 -3.7289 -0.95
H -1.3006 -1.0642 -3.9345 0.47
H -1.1099 0.0387 -2.8234 0.48
O 0.1241 1.6340 4.2586 -0.94
H -0.0973 2.4961 3.8076 0.47
H 0.1719 1.3135 3.3113 0.45
O -1.7950 -2.2143 -0.0597 -0.95
H -2.6530 -2.6166 -0.1265 0.47
H -1.3649 -3.0305 -0.0285 0.49
O -1.1471 -0.6915 3.2380 -0.91
H -0.7950 -0.6529 2.3455 0.45
H -0.2483 -0.8378 3.6492 0.47
O -1.4544 0.7260 -0.7894 -0.96
H -2.0112 1.2286 -0.2321 0.47
H -1.6447 -0.1783 -0.6655 0.49
O 0.6897 -1.8902 -1.7819 -0.95
H -0.1628 -1.5425 -1.9818 0.47
H 1.1324 -1.5443 -2.6173 0.49
O 3.8696 1.1145 -1.4456 -0.93
H 3.2254 0.9344 -2.1335 0.47
H 3.5433 0.6461 -0.6936 0.46
O 0.3908 3.3400 -1.5832 -0.94
H 1.2975 3.6191 -1.6206 0.47
H 0.3687 2.6915 -0.8590 0.47
```

Energy above the lowest of the compared OMol25 structures with the same formula, charge and spin: 4.399 eV
Molar mass: 180.15 Da
LUMO level: -0.4 eV
Orbital gap: 10.2972 eV
Total energy: -764.32027 Ha
E_HOMO: -10.7 eV
SMILES: O.O.O.O.O.O.O.O.O.O

=====

No. 3
C5H7NO | ωB97M-V/def2-TZVPD

```
14
Properties=species:S:1:pos:R:3:nbo_charge:R:1
N -1.2013 -1.8709 1.4887 -0.68
C -0.7221 -1.1229 0.6026 0.57
O -1.1074 -0.9306 -0.7147 -0.50
C 0.1901 -0.3127 -0.9624 0.10
C -0.0034 1.2369 -0.9226 -0.43
C 0.6079 1.1562 0.4991 -0.38
C 0.5629 -0.3744 0.5073 -0.34
H -2.0773 -2.2729 1.1681 0.35
H 0.9002 -0.8738 -1.5381 0.20
H -1.0562 1.5582 -0.9263 0.23
H 0.5331 1.8586 -1.6476 0.21
H 0.1093 1.6241 1.3386 0.22
H 1.6567 1.4562 0.4247 0.21
H 1.4198 -0.9067 0.9252 0.23
```

Energy above the lowest of the compared OMol25 structures with the same formula, charge and spin: 2.273 eV
Molar mass: 97.12 Da
LUMO level: 1.0 eV
Orbital gap: 10.7929 eV
Total energy: -324.64094 Ha
E_HOMO: -9.8 eV